[1]
{"formula": "C4H15N3O", "method": "wB97M-V/def2-TZVPD", "elements": ["C", "C", "C", "N", "N", "C", "N", "H", "H", "H", "H", "H", "H", "H", "H", "H", "H", "H", "H", "H", "H", "H", "O"], "xyz": [[1.19933, 0.02206, -0.01110], [0.52126, 1.21376, 0.45829], [0.74575, 1.50784, 1.95157], [0.11053, -1.76660, 1.46918], [0.79357, -0.30776, -1.44851], [-0.18744, -1.34657, -1.67597], [-1.48951, -1.20372, -1.10292], [0.94265, -0.89276, 0.70095], [2.27024, 0.04204, -0.18347], [-0.62723, 0.98903, 0.51529], [0.39805, 2.07735, -0.18664], [0.20548, 0.77807, 2.55068], [0.17855, 2.42455, 2.15858], [0.61531, -2.25281, 2.18933], [1.80563, 1.57567, 2.16273], [-0.90498, -1.61466, 1.58579], [-0.32274, -1.64203, -2.71173], [0.25199, -2.31976, -1.34324], [-2.05665, -0.38901, -1.31782], [-1.26904, -1.22672, -0.10896], [-2.03569, 2.14778, -2.18377], [0.34767, 0.53003, -1.90936], [-1.49272, 1.65420, -1.55890]], "mulliken_charge": [-0.28, -0.13, -1.32, -0.60, -0.14, -0.73, -0.34, 0.18, 0.32, 0.12, 0.56, 0.30, 0.39, 0.17, 0.36, 0.18, 0.39, 0.33, 0.39, 0.17, 0.13, 0.33, -0.80], "total_charge": 0, "e_above_lowest_ev": 9.2507, "multiplicity": 1, "e_homo_ev": -7.98, "energy_ev": -10900.289}

=====

[2]
{"formula": "C4H15N3O", "method": "wB97M-V/def2-TZVPD", "elements": ["C", "C", "C", "N", "C", "N", "N", "H", "H", "H", "H", "H", "H", "H", "H", "H", "H", "H", "H", "H", "H", "H", "O"], "xyz": [[0.54374, -0.90800, -0.89039], [1.07291, 0.50164, -0.77835], [0.30379, 1.42531, 0.17007], [-0.90686, 1.54870, 2.89643], [0.38060, 1.74792, 2.60733], [0.95931, 1.73172, 1.43564], [0.05947, -1.24582, -2.26599], [1.18272, -1.76427, -0.58519], [-0.26196, -1.12460, -0.10486], [2.15027, 0.44729, -0.54347], [1.17972, 0.87446, -1.79505], [-0.72525, 1.01935, 0.41018], [0.04218, 2.37516, -0.34361], [-1.10734, 1.64124, 3.89095], [-1.47073, 1.08273, 2.20913], [0.99783, 2.00676, 3.47501], [1.93453, 2.01933, 1.39249], [-0.39355, -0.43859, -2.73164], [-0.57169, -2.12456, -2.22200], [0.71721, -1.70768, -2.89596], [-2.58870, -2.52045, -1.41606], [-1.68975, -3.50711, -0.52524], [-1.80844, -3.08053, -1.38942]], "mulliken_charge": [-0.60, -0.68, -0.64, -0.29, 0.19, -0.07, -0.32, 0.45, 0.31, 0.40, 0.51, 0.29, 0.26, 0.28, 0.22, 0.37, 0.28, 0.36, 0.31, 0.39, 0.36, 0.35, -0.71], "total_charge": 2, "e_above_lowest_ev": 1.0475, "multiplicity": 1, "e_homo_ev": -18.53, "energy_ev": -10893.125}

=====

[3]
{"formula": "C4H15N3O", "method": "wB97M-V/def2-TZVPD", "elements": ["C", "C", "C", "N", "C", "N", "N", "H", "H", "H", "H", "H", "H", "H", "H", "H", "H", "H", "H", "H", "H", "H", "O"], "xyz": [[-0.34043, -1.30250, 0.01984], [0.79317, -0.67301, -0.73570], [0.39554, 0.83125, -1.07529], [-0.41221, 3.40825, -1.49673], [0.80672, 3.17352, -0.80880], [1.19955, 1.87191, -0.49070], [0.08101, -2.53097, 0.80937], [-0.73468, -0.44341, 0.82511], [-1.03272, -1.60545, -0.84107], [1.77594, -0.65544, -0.19322], [0.79215, -1.17696, -1.77924], [-0.61887, 0.81787, -0.76117], [0.36996, 0.77477, -2.15483], [-0.85133, 4.35139, -1.51477], [-1.00814, 2.72678, -2.00120], [1.44796, 4.05917, -0.59263], [2.19113, 1.63760, -0.19567], [0.25525, -3.51306, 0.22636], [-0.68881, -2.76902, 1.56243], [0.99629, -2.28030, 1.19669], [-2.53183, -2.08498, 3.22489], [-1.27191, -2.56412, 3.81500], [-1.61375, -2.05331, 2.96133]], "mulliken_charge": [-0.81, -0.47, -0.99, -0.29, 0.10, -0.05, -0.32, 0.34, 0.32, 0.43, 0.28, 0.56, 0.41, 0.28, 0.26, 0.36, 0.33, 0.45, 0.43, 0.39, 0.34, 0.37, -0.72], "total_charge": 2, "e_above_lowest_ev": 2.4718, "multiplicity": 1, "e_homo_ev": -18.34, "energy_ev": -10891.701}

=====

[4]
{"formula": "C4H15N4PS", "method": "wB97M-V/def2-TZVPD", "elements": ["C", "C", "C", "C", "N", "N", "N", "N", "P", "S", "H", "H", "H", "H", "H", "H", "H", "H", "H", "H", "H", "H", "H", "H", "H"], "xyz": [[-0.80497, 0.22617, 2.14793], [-1.30461, -1.87642, 1.13308], [1.41617, 2.23788, -0.61016], [-0.88240, 1.65482, -1.06704], [2.29312, -2.74589, -0.93226], [1.13402, -2.45394, -1.55142], [-0.83498, -0.52540, 0.94670], [0.35476, 1.26602, -0.42414], [0.60494, -0.32043, 0.06320], [2.29989, -0.38860, 1.00479], [-0.13548, -0.28219, 2.92846], [-0.60342, 1.32593, 2.09590], [-1.84342, 0.06747, 2.74325], [-0.91018, -2.47721, 1.94062], [-2.44337, -1.80719, 1.23231], [-1.21769, -2.46119, 0.26456], [2.20676, 1.98780, -0.07747], [1.68848, 2.41610, -1.72491], [0.97331, 3.27270, -0.15320], [-1.59822, 1.85411, -0.24105], [-0.65594, 2.56510, -1.63123], [-1.26753, 0.92920, -1.75199], [3.01125, -2.01743, -1.09439], [2.03102, -3.06587, 0.04617], [1.26456, -2.25966, -2.58391]], "mulliken_charge": [-1.07, -1.09, -1.05, -1.08, -0.34, -0.35, 0.16, 0.16, 0.20, -0.49, 0.35, 0.29, 0.30, 0.33, 0.35, 0.44, 0.42, 0.24, 0.32, 0.26, 0.47, 0.32, 0.30, 0.33, 0.20], "total_charge": 0, "multiplicity": 1, "e_homo_ev": [-7.83, -7.43], "energy_ev": -30472.251}

=====

[5]
{"formula": "C4H15NO2", "method": "wB97M-V/def2-TZVPD", "elements": ["C", "C", "C", "N", "C", "H", "H", "H", "H", "H", "H", "H", "H", "H", "H", "H", "H", "H", "O", "H", "H", "O"], "xyz": [[1.18883, -1.68223, 0.25799], [0.79985, -0.90609, -0.98305], [0.30778, 0.54712, -0.68069], [-1.14427, 0.63833, -0.47057], [-1.62965, 2.01204, -0.42098], [1.99016, -2.39016, 0.06097], [0.37098, -2.24191, 0.70022], [1.51812, -1.04527, 1.08471], [0.02058, -1.40329, -1.56044], [1.63179, -0.66469, -1.60379], [0.77019, 1.32877, -1.27205], [0.68152, 0.72473, 0.34750], [-1.47567, 0.03542, 0.26218], [-1.03488, 2.58985, 0.31062], [-2.66052, 2.02401, -0.09618], [-1.44731, 2.45879, -1.39055], [-5.14428, 1.54841, 5.34278], [-4.29396, 1.02547, 4.21048], [-4.26423, 1.19048, 5.16115], [4.25234, -1.35252, -2.71812], [4.95841, -2.61579, -3.06106], [4.60423, -1.82143, -3.48111]], "mulliken_charge": [-1.13, -0.21, -0.69, -0.38, -0.87, 0.32, 0.31, 0.35, 0.33, 0.08, 0.47, 0.28, 0.24, 0.30, 0.33, 0.27, 0.32, 0.32, -0.64, 0.32, 0.32, -0.64], "smiles": "CCCNC.O.O", "total_charge": 0, "e_above_lowest_ev": 1.7659, "multiplicity": 1, "e_homo_ev": -8.32, "energy_ev": -9975.320}

=====

[6]
{"formula": "C4H15NO2", "method": "wB97M-V/def2-TZVPD", "elements": ["C", "C", "N", "C", "C", "H", "H", "H", "H", "H", "H", "H", "H", "H", "H", "H", "H", "H", "O", "H", "H", "O"], "xyz": [[-0.36025, 0.20620, 2.58444], [0.48036, 0.07349, 1.29982], [-0.19989, -0.84995, 0.38944], [0.74403, -1.37546, -0.63652], [-0.03562, -2.42092, -1.46330], [-0.74069, -0.76320, 2.90333], [0.13218, 0.64112, 3.45300], [-1.21396, 0.81095, 2.26865], [1.44973, -0.31402, 1.62823], [0.75866, 1.05352, 0.89350], [-0.93902, -0.34426, -0.08977], [1.63087, -1.81019, -0.20146], [0.92500, -0.58300, -1.37048], [-0.59324, -2.02327, -2.30096], [-0.67288, -3.05435, -0.84072], [0.71105, -3.15540, -1.80080], [-2.09146, 2.86375, -0.87588], [-1.57112, 2.07511, 0.29252], [-1.46516, 2.17163, -0.63497], [0.61142, 2.47119, -1.20104], [1.07657, 1.87993, -2.51293], [1.36343, 2.44714, -1.78408]], "mulliken_charge": [-1.15, -0.33, -0.43, -0.13, -1.22, 0.33, 0.37, 0.17, 0.45, 0.20, 0.33, 0.40, 0.03, 0.33, 0.34, 0.35, 0.29, 0.29, -0.61, 0.32, 0.31, -0.63], "smiles": "CCNCC.O.O", "total_charge": 0, "e_above_lowest_ev": 1.2395, "multiplicity": 1, "e_homo_ev": -8.84, "energy_ev": -9975.847}

=====

[7]
{"formula": "C4H15NO3", "method": "wB97M-V/def2-TZVPD", "elements": ["C", "C", "C", "N", "C", "H", "H", "H", "H", "H", "H", "H", "H", "H", "H", "H", "O", "H", "H", "O", "H", "H", "O"], "xyz": [[2.42104, 0.64786, 0.23019], [0.97836, 0.85064, -0.26470], [0.60690, 0.19509, -1.36000], [-0.72140, 0.11292, -1.81535], [-1.41994, 1.40614, -2.00023], [2.55149, 1.20277, 1.14735], [2.52894, -0.36089, 0.62184], [3.07279, 0.93143, -0.58628], [0.44406, 1.48452, 0.42830], [1.26047, -0.61435, -1.67759], [-0.80034, -0.41345, -2.67072], [-1.96128, 1.21858, -2.92807], [-2.15380, 1.51992, -1.20088], [-0.73260, 2.23757, -1.98801], [0.25471, -1.24527, 2.80151], [0.64024, -1.40834, 1.28273], [0.74936, -0.86620, 2.07483], [-1.46787, 1.39659, 1.74114], [-1.90348, -0.06345, 1.43713], [-1.74825, 0.57049, 2.15930], [-1.55184, -3.08730, 1.34632], [-0.42528, -2.73779, 0.14630], [-0.62231, -2.97745, 1.07490]], "mulliken_charge": [-1.47, 0.13, -1.04, -0.39, -1.13, 0.36, 0.37, 0.37, 0.20, 0.62, 0.62, 0.56, 0.12, 0.31, 0.40, 0.27, -1.06, 0.20, 0.32, -0.53, 0.54, 0.33, -1.10], "total_charge": -1, "e_above_lowest_ev": 2.0108, "multiplicity": 2, "e_homo_ev": [0.74, -4.70], "energy_ev": -12021.279}

=====

[8]
{"formula": "C4H15NO3", "method": "wB97M-V/def2-TZVPD", "elements": ["C", "C", "C", "C", "N", "H", "H", "H", "H", "H", "H", "H", "H", "H", "H", "H", "O", "H", "H", "O", "H", "H", "O"], "xyz": [[0.23531, 0.72763, 1.81963], [-0.46840, 0.08980, 0.64597], [-1.77797, -0.60854, 1.04550], [0.52805, 1.37797, -1.10693], [-0.71036, 0.97891, -0.49108], [1.36620, 0.54077, 1.77359], [0.33102, 1.81347, 1.63802], [-0.32115, 0.59857, 2.75837], [-1.52554, -1.21558, 1.90640], [-2.31341, -0.89970, 0.14748], [0.45173, 1.87816, -2.09769], [1.15464, 1.93713, -0.41185], [1.19919, 0.48961, -1.28403], [-1.35044, 0.54619, -1.21455], [3.46810, -0.25420, 0.32462], [1.91667, -1.41341, -0.54725], [2.53857, -0.27242, 0.07740], [0.12953, -0.79113, 0.26617], [1.89102, -2.74372, -1.49589], [1.29312, -2.07211, -1.13597], [-3.00777, -0.65678, -2.42660], [-2.45717, 0.09012, 1.54768], [-2.57093, -0.14073, -1.73899]], "mulliken_charge": [-1.21, 1.40, -1.74, -0.49, -0.06, 0.24, 0.32, 0.41, 0.43, 0.47, 0.34, 0.31, 0.21, 0.36, 0.15, 0.37, -0.74, -0.23, 0.29, -0.76, 0.24, 0.42, -0.73], "total_charge": 0, "e_above_lowest_ev": 8.7637, "multiplicity": 1, "e_homo_ev": -9.15, "energy_ev": -12015.455}

=====

[9]
{"formula": "C4H15NO3", "method": "wB97M-V/def2-TZVPD", "elements": ["C", "C", "C", "C", "N", "H", "H", "H", "H", "H", "H", "H", "H", "H", "H", "H", "O", "H", "H", "O", "H", "H", "O"], "xyz": [[0.79816, 2.36648, 0.72211], [0.63876, 1.01886, -0.05774], [-0.55317, 0.99923, -0.96305], [-1.75908, 0.58847, -0.57464], [-0.32424, 1.57160, -2.22198], [1.61253, 2.94127, 0.26954], [-0.11973, 2.95260, 0.66245], [1.18277, 2.19667, 1.71971], [1.55068, 0.88277, -0.62420], [0.62350, 0.15384, 0.60670], [-2.03661, 0.40329, 0.45032], [-2.50930, 0.28788, -1.29430], [0.49779, 1.24907, -2.71519], [-1.11931, 1.51781, -2.85191], [-0.33538, -3.74337, 0.11149], [-1.64456, -2.95300, 0.02986], [-0.73886, -2.90412, 0.35601], [-0.48655, -0.21191, 2.65711], [-0.49082, -1.40661, 1.67680], [-0.90525, -1.06335, 2.47792], [2.78115, -2.49396, 0.05970], [1.28797, -2.07429, 0.02824], [2.04956, -2.27923, -0.52497]], "mulliken_charge": [-1.23, 0.03, 0.69, -1.05, -0.55, 0.32, 0.31, 0.37, 0.40, -0.32, 0.27, 0.28, 0.23, 0.25, 0.29, 0.27, -0.61, 0.34, 0.32, -0.65, 0.32, 0.35, -0.65], "smiles": "C=C(N)CC.O.O.O", "total_charge": 0, "e_above_lowest_ev": 0.9528, "multiplicity": 1, "e_homo_ev": -8.19, "energy_ev": -12023.266}

=====

[10]
{"formula": "C4H15NO3", "method": "wB97M-V/def2-TZVPD", "elements": ["C", "C", "C", "C", "N", "H", "H", "H", "H", "H", "H", "H", "H", "H", "H", "H", "O", "H", "H", "O", "H", "H", "O"], "xyz": [[1.48459, -0.02882, -1.70578], [0.15573, 0.74484, -1.85597], [-0.93651, -0.10411, -1.18367], [-3.17005, 0.90705, -1.06621], [-2.01843, 0.76692, -0.65346], [2.06141, 0.18573, -2.59198], [2.01312, 0.51306, -0.92135], [1.38046, -1.07840, -1.46048], [-0.10163, 1.01899, -2.87937], [0.16072, 1.69243, -1.31643], [-0.57242, -0.67482, -0.32523], [-1.37559, -0.84743, -1.86187], [-3.62723, 0.40913, -1.92936], [-3.88760, 1.54840, -0.54256], [-2.87622, 2.29000, 2.76551], [-2.10118, 1.41914, 1.65721], [-2.09123, 1.79093, 2.53790], [1.58672, -3.40142, 1.76839], [2.53767, -2.12258, 1.44007], [2.03768, -2.88024, 1.10645], [2.87435, -1.35766, 3.37649], [3.33763, 0.02798, 3.02445], [3.12800, -0.81911, 2.61725]], "mulliken_charge": [-1.11, -0.48, -0.48, -0.10, 0.08, 0.32, 0.28, 0.41, 0.34, 0.38, 0.36, 0.37, 0.31, 0.28, 0.34, 0.29, -0.61, 0.28, 0.44, -0.65, 0.31, 0.31, -0.68], "total_charge": 1, "e_above_lowest_ev": 2.4113, "multiplicity": 2, "e_homo_ev": [-13.47, -13.46], "energy_ev": -12013.423}

=====

Q: What is the formula in the second record?
A: C4H15N3O

=====

What did the fifth record say?
{"formula": "C4H15NO2", "method": "wB97M-V/def2-TZVPD", "elements": ["C", "C", "C", "N", "C", "H", "H", "H", "H", "H", "H", "H", "H", "H", "H", "H", "H", "H", "O", "H", "H", "O"], "xyz": [[1.18883, -1.68223, 0.25799], [0.79985, -0.90609, -0.98305], [0.30778, 0.54712, -0.68069], [-1.14427, 0.63833, -0.47057], [-1.62965, 2.01204, -0.42098], [1.99016, -2.39016, 0.06097], [0.37098, -2.24191, 0.70022], [1.51812, -1.04527, 1.08471], [0.02058, -1.40329, -1.56044], [1.63179, -0.66469, -1.60379], [0.77019, 1.32877, -1.27205], [0.68152, 0.72473, 0.34750], [-1.47567, 0.03542, 0.26218], [-1.03488, 2.58985, 0.31062], [-2.66052, 2.02401, -0.09618], [-1.44731, 2.45879, -1.39055], [-5.14428, 1.54841, 5.34278], [-4.29396, 1.02547, 4.21048], [-4.26423, 1.19048, 5.16115], [4.25234, -1.35252, -2.71812], [4.95841, -2.61579, -3.06106], [4.60423, -1.82143, -3.48111]], "mulliken_charge": [-1.13, -0.21, -0.69, -0.38, -0.87, 0.32, 0.31, 0.35, 0.33, 0.08, 0.47, 0.28, 0.24, 0.30, 0.33, 0.27, 0.32, 0.32, -0.64, 0.32, 0.32, -0.64], "smiles": "CCCNC.O.O", "total_charge": 0, "e_above_lowest_ev": 1.7659, "multiplicity": 1, "e_homo_ev": -8.32, "energy_ev": -9975.320}